# 1
An isolated molecule of C4H3Cl2N at a distorted geometry. Source: the Open Molecules 2025 dataset; level of theory: the ωB97M-V functional and the def2-TZVPD basis.

Last column: Mulliken charge in e.
Element x y z (Å)
C -0.061 0.095 -0.124  -1.0654
C 0.521 1.364 0.187  0.5832
Cl -0.271 2.318 1.405  -0.1785
C 1.563 1.906 -0.415  0.1498
Cl 2.507 1.108 -1.620  -0.1576
C 2.149 3.414 -0.065  0.0376
N 2.616 4.454 -0.002  -0.3432
H -0.905 0.270 -0.832  0.2673
H -0.603 -0.224 0.837  0.3141
H 0.742 -0.546 -0.435  0.3927

Atomic forces in eV per Å
-2.461 -0.824 1.471
0.371 2.412 0.661
-0.011 -0.033 -0.099
2.374 3.880 0.594
-0.220 0.147 0.151
-1.941 -4.794 -1.200
0.288 0.721 0.231
0.820 -0.513 0.013
1.039 -0.194 -1.417
-0.260 -0.803 -0.404

Its charge is 0. The value obtained for the frontier orbital gap is 0.3837 hartree. The structure (SMILES) is C/C(Cl)=C(\Cl)C#N. The lowest unoccupied orbital energy is 0.45 eV. Its total energy is -30729.8348 eV. Its energy relative to the best compared isomer or geometry (same formula, charge and spin) is 36.4 kcal per mole.

=====

# 2
A 4-piece molecular cluster, C17H30BrN2O9 overall. Source: the Open Molecules 2025 dataset; level of theory: the ωB97M-V functional and the def2-TZVPD basis.

Last column: Mulliken charge in e.
Element x y z (Å)
C 0.750 0.598 1.260  -1.3510
C -0.735 0.518 1.158  0.9355
C -1.367 -0.742 1.243  -0.2763
N -2.656 -0.940 1.166  -0.6856
N -3.394 0.139 0.981  0.3479
C -2.945 1.376 0.887  -0.2535
C -1.582 1.613 0.986  -0.0884
Br -0.965 3.362 0.903  -0.0472
H 1.125 1.484 0.753  0.4738
H 1.074 0.614 2.303  0.3614
H 1.188 -0.274 0.774  0.3519
H -0.766 -1.632 1.380  0.4955
H -4.392 -0.043 0.900  0.2323
H -3.670 2.164 0.734  0.4776
C 7.022 1.126 3.503  -1.2967
C 6.121 1.135 2.290  -0.1593
O 4.720 1.095 2.650  -0.3095
C 4.209 2.263 3.032  0.7671
O 4.788 3.311 3.095  -0.5402
O 2.911 2.082 3.332  -0.2727
C 2.269 3.268 3.816  -0.7174
H 6.792 0.274 4.143  0.3236
H 8.062 1.054 3.188  0.3786
H 6.901 2.038 4.086  0.3411
H 6.277 0.242 1.688  0.2736
H 6.306 2.007 1.663  0.3877
H 2.426 4.099 3.132  0.3428
H 2.644 3.530 4.804  0.3178
H 1.209 3.033 3.880  0.1977
C -4.999 -2.271 -1.013  -0.9787
C -5.728 -1.548 -2.124  -0.2159
O -7.103 -1.934 -2.181  -0.3351
C -7.870 -1.353 -1.253  0.7996
O -7.484 -0.564 -0.422  -0.5807
O -9.109 -1.787 -1.402  -0.3321
C -10.057 -1.267 -0.458  -0.6274
H -5.080 -3.351 -1.128  0.3691
H -3.940 -2.004 -1.026  0.2558
H -5.418 -2.009 -0.040  0.2342
H -5.309 -1.795 -3.097  0.3054
H -5.674 -0.466 -1.997  0.2970
H -10.027 -0.180 -0.445  0.2981
H -9.849 -1.656 0.536  0.2971
H -11.028 -1.612 -0.797  0.2267
C 3.197 -2.525 -4.905  -1.0888
C 3.014 -1.026 -4.844  -0.1767
O 2.690 -0.581 -3.508  -0.3825
C 3.727 -0.475 -2.683  0.6558
O 4.879 -0.686 -2.941  -0.5406
O 3.264 -0.080 -1.487  -0.2471
C 4.270 0.047 -0.477  -0.5950
H 2.317 -3.034 -4.509  0.2887
H 3.343 -2.838 -5.938  0.3577
H 4.065 -2.836 -4.326  0.3156
H 2.167 -0.709 -5.448  0.2850
H 3.901 -0.498 -5.191  0.3260
H 5.087 0.684 -0.807  0.4253
H 4.655 -0.934 -0.201  0.3932
H 3.779 0.495 0.381  -0.0376

Atomic forces in eV per Å
-0.152 0.002 -0.379
-0.083 0.220 0.025
0.156 0.136 0.008
-0.309 0.071 -0.050
-0.003 -0.266 0.033
0.078 0.239 -0.026
0.326 -0.441 0.125
0.032 0.161 -0.028
0.044 0.034 0.134
0.011 0.075 0.018
0.056 -0.056 0.083
-0.059 -0.041 0.010
-0.048 -0.109 -0.022
-0.057 -0.046 0.009
-0.167 0.029 0.152
0.309 -0.049 -0.130
-0.119 0.057 0.010
0.073 -0.057 0.033
-0.008 0.042 -0.005
0.016 -0.001 -0.049
-0.150 0.030 0.013
0.044 -0.038 -0.038
0.009 -0.008 -0.021
0.022 0.024 -0.038
-0.114 -0.037 0.034
-0.073 0.046 0.053
0.049 0.009 0.016
0.055 0.023 -0.022
0.014 -0.060 0.004
0.041 0.015 0.034
0.208 0.059 -0.006
-0.090 0.103 0.077
-0.043 -0.115 -0.086
0.031 0.060 0.079
0.046 0.027 -0.011
-0.106 0.008 0.034
0.031 0.001 -0.042
0.008 -0.066 -0.036
-0.010 -0.011 -0.004
-0.108 -0.092 -0.014
0.011 0.014 -0.004
0.034 0.008 0.006
0.032 0.028 0.008
0.020 -0.029 -0.025
0.001 -0.021 0.158
0.013 -0.044 -0.243
0.001 0.012 0.042
-0.082 0.015 0.038
0.057 -0.016 -0.008
-0.045 0.037 0.045
-0.049 0.001 0.118
-0.023 0.002 -0.054
-0.003 0.007 -0.019
0.025 0.025 -0.026
-0.039 0.020 0.065
0.035 -0.006 0.066
0.009 -0.031 -0.093
0.067 0.000 -0.056
-0.026 -0.003 0.007

Its charge is +1. The value obtained for the frontier orbital gap is 0.2932 hartree. The lowest unoccupied orbital energy is -4.88 eV. Its total energy is -109559.3179 eV.

=====

# 3
C20H15AuBrN4O3S as an isolated structure. Source: the Open Molecules 2025 dataset; level of theory: the ωB97M-V functional and the def2-TZVPD basis.

Last column: Mulliken charge in e.
Element x y z (Å)
Au 0.438 -0.470 -1.220  1.1628
O -0.598 -1.366 2.523  -0.5505
S 0.795 -1.363 2.221  1.1093
O 1.813 -1.123 3.182  -0.6164
N 0.880 -0.004 1.079  -0.1591
C 0.751 1.206 1.436  0.6606
C 0.678 1.668 2.845  -0.4130
C 0.613 2.985 3.140  -1.3626
C 0.626 3.942 2.098  -0.3186
C 0.677 3.598 0.723  0.7967
C 0.672 4.580 -0.285  -0.5019
C 0.691 4.180 -1.603  -0.7701
C 0.703 2.820 -1.878  -0.3077
N 0.702 1.872 -0.917  -0.3386
C 0.705 2.244 0.353  0.8689
C 1.225 -2.619 1.096  0.4636
C 2.490 -3.180 1.159  -0.4966
C 2.803 -4.180 0.238  -0.6106
C 1.868 -4.586 -0.705  -0.6188
C 0.594 -4.014 -0.745  -0.5826
C 0.252 -3.027 0.170  -0.6094
H 0.702 0.934 3.641  0.5036
H 0.563 3.308 4.172  0.4693
H 0.585 4.999 2.354  0.4933
H 0.655 5.632 -0.020  0.4976
H 0.694 4.897 -2.413  0.4644
H 0.716 2.471 -2.903  0.5195
H 3.208 -2.863 1.906  0.5109
H 3.778 -4.646 0.273  0.4759
H 2.116 -5.383 -1.393  0.4735
H -0.141 -4.368 -1.457  0.5185
H -0.775 -2.683 0.257  0.7439
O 3.267 -0.696 -1.261  0.0499
N 2.279 -0.992 -1.649  0.2486
Br -6.310 -0.177 -1.727  0.0115
C -4.465 -0.276 -1.582  0.2334
C -3.858 -0.264 -0.329  -0.7546
C -2.487 -0.329 -0.260  0.0285
N -1.708 -0.404 -1.361  -0.2257
C -2.309 -0.436 -2.571  -0.2230
C -3.673 -0.374 -2.721  -0.6492
H -4.443 -0.220 0.579  0.4975
H -1.995 -0.359 0.705  0.4041
H -1.669 -0.522 -3.440  0.4342
H -4.111 -0.411 -3.709  0.4691

Atomic forces in eV per Å
-0.490 -0.130 -0.043
0.104 -0.038 -0.059
0.008 0.175 0.023
-0.044 -0.099 -0.037
-0.237 0.027 0.007
0.089 0.267 0.270
0.039 -0.160 -0.178
0.000 0.255 -0.001
-0.001 -0.080 -0.053
-0.013 0.150 0.207
-0.010 0.141 0.091
0.016 -0.064 -0.055
-0.029 -0.025 0.054
0.075 -0.014 0.063
0.023 0.016 -0.042
-0.069 -0.140 0.145
-0.033 0.091 -0.100
0.042 0.011 -0.038
-0.070 0.011 -0.019
0.079 -0.010 -0.029
-0.013 -0.072 0.075
-0.023 -0.053 -0.075
0.008 0.070 -0.024
0.009 -0.033 0.022
-0.004 -0.025 -0.009
0.000 -0.011 -0.016
-0.021 -0.025 0.026
-0.051 -0.007 0.005
-0.003 -0.048 0.008
0.015 0.011 -0.040
0.007 -0.038 0.026
0.093 0.005 -0.015
0.145 -0.130 0.007
0.232 0.023 -0.130
-0.028 -0.009 -0.005
-0.249 0.005 0.007
0.084 -0.015 0.049
0.035 -0.069 -0.010
0.088 -0.045 -0.070
0.079 0.013 0.048
0.065 -0.016 -0.046
-0.002 0.012 -0.033
0.034 0.043 -0.052
0.012 0.013 0.025
0.003 0.014 0.022

Its charge is +3. The value obtained for the frontier orbital gap is 0.1637 hartree. The lowest unoccupied orbital energy is -13.02 eV. Its total energy is -117622.7814 eV. Its energy relative to the best compared isomer or geometry (same formula, charge and spin) is 24.6 kcal per mole.

=====

# 4
A 2-piece molecular cluster, C3H12N3O overall. Source: the Open Molecules 2025 dataset; level of theory: the ωB97M-V functional and the def2-TZVPD basis.

Last column: Mulliken charge in e.
Element x y z (Å)
O 2.613 1.931 -1.471  -0.4334
C 3.031 1.188 -0.635  0.1698
C 2.128 0.174 0.030  -0.6268
N 0.797 0.193 -0.620  -0.3212
H 4.078 1.194 -0.302  0.3677
H 2.571 -0.818 -0.037  0.3643
H 2.027 0.444 1.083  0.3100
H 0.795 -0.425 -1.420  0.3759
H -0.009 -0.120 0.128  0.4329
H 0.636 1.136 -0.985  0.3992
N -2.822 0.077 -0.455  -0.5005
C -2.329 -0.983 0.381  -0.5867
N -1.085 -0.646 1.159  -0.7117
H -2.907 0.962 0.029  0.2555
H -2.229 0.233 -1.252  0.2322
H -3.109 -1.305 1.068  0.3791
H -2.062 -1.826 -0.256  0.3677
H -0.810 -1.463 1.694  0.2520
H -1.314 0.055 1.860  0.2740

Atomic forces in eV per Å
-0.243 0.308 -0.307
0.277 -0.212 0.154
0.033 0.058 0.011
-0.188 -0.039 0.686
0.059 0.041 0.037
-0.039 -0.058 0.080
-0.037 -0.103 0.026
-0.087 -0.182 -0.252
0.203 -0.037 -0.240
0.007 0.089 -0.040
0.433 0.012 0.320
0.064 0.039 -0.058
-0.106 0.233 -0.253
-0.296 -0.032 0.122
0.005 -0.018 -0.330
-0.051 0.024 0.013
-0.130 -0.056 0.030
0.131 -0.131 0.020
-0.033 0.063 -0.018

Its charge is +1. The value obtained for the frontier orbital gap is 0.3883 hartree. The lowest unoccupied orbital energy is -3.20 eV. Its total energy is -9816.7943 eV. Its energy relative to the best compared isomer or geometry (same formula, charge and spin) is 46.6 kcal per mole.

=====

Which formula does entry 2 have? C17H30BrN2O9

=====

Number 2 is which compound? C17H30BrN2O9

=====

Copy entry 4 word for word.
A 2-piece molecular cluster, C3H12N3O overall. Source: the Open Molecules 2025 dataset; level of theory: the ωB97M-V functional and the def2-TZVPD basis.

Last column: Mulliken charge in e.
Element x y z (Å)
O 2.613 1.931 -1.471  -0.4334
C 3.031 1.188 -0.635  0.1698
C 2.128 0.174 0.030  -0.6268
N 0.797 0.193 -0.620  -0.3212
H 4.078 1.194 -0.302  0.3677
H 2.571 -0.818 -0.037  0.3643
H 2.027 0.444 1.083  0.3100
H 0.795 -0.425 -1.420  0.3759
H -0.009 -0.120 0.128  0.4329
H 0.636 1.136 -0.985  0.3992
N -2.822 0.077 -0.455  -0.5005
C -2.329 -0.983 0.381  -0.5867
N -1.085 -0.646 1.159  -0.7117
H -2.907 0.962 0.029  0.2555
H -2.229 0.233 -1.252  0.2322
H -3.109 -1.305 1.068  0.3791
H -2.062 -1.826 -0.256  0.3677
H -0.810 -1.463 1.694  0.2520
H -1.314 0.055 1.860  0.2740

Atomic forces in eV per Å
-0.243 0.308 -0.307
0.277 -0.212 0.154
0.033 0.058 0.011
-0.188 -0.039 0.686
0.059 0.041 0.037
-0.039 -0.058 0.080
-0.037 -0.103 0.026
-0.087 -0.182 -0.252
0.203 -0.037 -0.240
0.007 0.089 -0.040
0.433 0.012 0.320
0.064 0.039 -0.058
-0.106 0.233 -0.253
-0.296 -0.032 0.122
0.005 -0.018 -0.330
-0.051 0.024 0.013
-0.130 -0.056 0.030
0.131 -0.131 0.020
-0.033 0.063 -0.018

Its charge is +1. The value obtained for the frontier orbital gap is 0.3883 hartree. The lowest unoccupied orbital energy is -3.20 eV. Its total energy is -9816.7943 eV. Its energy relative to the best compared isomer or geometry (same formula, charge and spin) is 46.6 kcal per mole.

=====

What is the lowest unoccupied orbital energy in the first record? 0.45 eV